The following is a quantum chemistry calculation of C7H23InN8O5 as an isolated structure, from OMol25.

Properties
* relative energy (zero: lowest compared OMol25 entry of this formula, charge and spin): 79.98 kcal/mol
* molecular weight: 414.13 g/mol
* HOMO level: -14.826 eV
* lowest unoccupied orbital energy: -11.133 eV
* charge: +2
* orbital gap: 3.6931 eV

Element x y z (Å)
In (-0.200, 1.069, -0.701)
C (-0.462, -2.526, 1.103)
C (-1.621, -2.551, 0.114)
C (-2.784, -2.846, 1.057)
O (-1.673, -1.512, -0.833)
H (-0.475, -3.383, 1.776)
H (-0.519, -1.726, 1.841)
H (0.503, -2.564, 0.596)
H (-1.629, -3.557, -0.304)
H (-3.673, -2.938, 0.434)
H (-2.963, -2.055, 1.786)
H (-2.606, -3.822, 1.509)
C (-0.226, 3.896, -3.666)
O (0.120, 3.090, -2.808)
N (-0.004, 4.000, -4.908)
N (-0.760, 5.046, -3.337)
H (0.663, 3.305, -5.212)
H (-0.269, 4.665, -5.620)
H (-1.026, 5.325, -2.403)
H (-1.063, 5.599, -4.126)
C (-2.786, 1.437, 2.359)
O (-1.876, 1.603, 1.523)
N (-2.817, 1.810, 3.542)
N (-3.977, 0.879, 2.199)
H (-3.629, 1.895, 4.135)
H (-1.956, 2.093, 3.987)
H (-4.120, 0.612, 1.235)
H (-4.504, 0.674, 3.035)
C (2.859, 0.256, 1.891)
O (1.755, 0.239, 1.394)
N (3.747, 1.114, 1.449)
N (3.290, -0.570, 2.795)
H (3.382, 1.865, 0.880)
H (4.504, 1.349, 2.075)
H (2.655, -1.250, 3.188)
H (4.283, -0.551, 2.980)
C (2.227, -2.078, -1.766)
O (1.524, -1.141, -1.445)
N (3.479, -2.195, -1.441)
N (1.732, -3.042, -2.464)
H (3.927, -1.680, -0.697)
H (3.864, -3.052, -1.811)
H (2.348, -3.824, -2.633)
H (0.755, -2.958, -2.706)

Löwdin population analysis, charges in e, atoms 1 to 8: number 1, In, carries 1.40; number 2, C, carries -0.01; number 3, C, carries -0.45; number 4, C, carries -0.03; number 5, O, carries 0.02; number 6, H, carries 0.11; number 7, H, carries 0.10; number 8, H, carries 0.09